Entry 1:
{"formula": "C55H42Cl5EuN8O5Sb", "method": "ωB97M-V/def2-TZVPD", "symbols": ["Eu", "Cl", "C", "C", "C", "N", "C", "O", "C", "C", "C", "C", "C", "N", "C", "C", "C", "Cl", "N", "C", "O", "C", "C", "C", "C", "C", "N", "H", "H", "H", "H", "H", "H", "H", "H", "H", "H", "O", "C", "O", "C", "C", "C", "C", "C", "N", "H", "H", "H", "H", "Cl", "C", "C", "C", "Cl", "C", "O", "C", "Cl", "C", "H", "H", "C", "C", "C", "C", "C", "C", "C", "Sb", "C", "C", "C", "C", "C", "C", "C", "C", "C", "C", "C", "C", "C", "C", "H", "H", "H", "H", "H", "H", "H", "H", "H", "H", "H", "H", "H", "H", "H", "H", "H", "H", "H", "H", "H", "N", "C", "C", "N", "C", "C", "N", "H", "H", "H", "H", "H"], "xyz": [[-0.411082, -1.783571, -0.672718], [-3.837842, -0.002965, -7.167736], [-3.279915, 0.147561, -5.485598], [-2.562292, -0.883596, -4.917265], [-2.084289, -0.840507, -3.583346], [-0.988446, -1.569318, -3.132163], [-0.400850, -2.468190, -3.986241], [-0.796991, -2.837627, -5.089986], [0.828265, -3.094811, -3.446435], [1.823166, -3.659548, -4.302910], [2.894734, -4.318925, -3.735234], [2.871965, -4.574104, -2.350901], [1.784685, -4.209369, -1.619808], [0.913887, -3.321238, -2.111256], [-2.667834, 0.117379, -2.730172], [-3.408007, 1.183924, -3.289778], [-3.566064, 1.286243, -4.681644], [-3.934955, 2.782559, -5.509077], [-2.345914, 0.017506, -1.417863], [-3.312291, 0.391487, -0.572532], [-4.485756, 0.782153, -0.787826], [-2.981082, 0.117026, 0.906436], [-3.538278, 0.981672, 1.903005], [-3.167483, 0.771674, 3.232370], [-2.178329, -0.192107, 3.524600], [-1.830061, -1.089932, 2.534052], [-2.121467, -0.813795, 1.244444], [-2.414106, -1.811887, -5.513765], [1.739129, -3.513837, -5.324318], [3.659152, -4.692922, -4.388821], [3.622944, -5.176143, -1.815159], [1.561705, -4.672781, -0.718246], [-3.935416, 1.870417, -2.586978], [-4.339706, 1.636537, 1.528784], [-3.723319, 1.288036, 4.030877], [-1.775398, -0.412916, 4.527069], [-1.313071, -1.991677, 2.738550], [1.956177, 1.312624, 1.035582], [1.536885, 0.199919, 0.612582], [0.989606, 0.017242, -0.504256], [1.788875, -0.943661, 1.560232], [2.578525, -0.753630, 2.729226], [2.920301, -1.915432, 3.431975], [2.302285, -3.135828, 3.063652], [1.536771, -3.199944, 1.924560], [1.126611, -2.108624, 1.279471], [2.804164, 0.265655, 3.091077], [3.632417, -1.910409, 4.287980], [2.403075, -3.916177, 3.826298], [1.227181, -4.167005, 1.538700], [-6.040918, -6.015245, 2.875317], [-4.687096, -5.570209, 1.998397], [-4.863691, -5.144179, 0.647538], [-3.806506, -4.598003, -0.032039], [-3.954088, -3.722952, -1.496810], [-2.467063, -4.557951, 0.584716], [-1.442974, -3.906557, 0.105036], [-2.315270, -5.336479, 1.822849], [-0.800139, -5.823859, 2.400537], [-3.421271, -5.712016, 2.562032], [-5.875312, -5.118885, 0.254451], [-3.306316, -6.203045, 3.588949], [3.356927, 6.961028, 2.632110], [4.234403, 5.740147, 2.509042], [5.541009, 5.918421, 2.960681], [6.383700, 4.805703, 3.078367], [6.049847, 3.577457, 2.608096], [4.756874, 3.451187, 2.041745], [3.830749, 4.446068, 2.035413], [1.854506, 3.640718, 1.488605], [1.786905, 4.490843, -0.586412], [2.930574, 5.092171, -1.061945], [2.935843, 5.942191, -2.137501], [1.813750, 6.102232, -2.865531], [0.671442, 5.375659, -2.531231], [0.608521, 4.629553, -1.368661], [-0.668484, 3.970582, -0.997008], [0.486397, 4.376777, 3.130190], [-0.097068, 5.595381, 2.762261], [-0.864269, 6.334678, 3.672852], [-0.899111, 5.897581, 5.016975], [-0.452381, 4.627786, 5.322434], [0.323253, 3.909745, 4.429977], [0.894879, 2.572796, 4.844425], [3.922742, 7.863516, 2.991277], [2.533664, 6.674875, 3.283214], [2.894794, 7.097309, 1.651720], [5.864599, 6.909142, 3.348381], [7.358113, 5.006818, 3.541247], [6.623398, 2.675978, 2.677081], [4.417190, 2.561346, 1.618125], [3.786771, 5.029309, -0.406410], [3.865097, 6.345349, -2.488246], [1.727908, 6.702047, -3.784313], [-0.189357, 5.249892, -3.200803], [-1.430057, 4.611374, -0.541013], [-0.562641, 3.216425, -0.182817], [-1.142306, 3.376706, -1.812542], [0.114776, 5.945914, 1.754207], [-1.532623, 7.101476, 3.318787], [-1.284255, 6.535735, 5.843702], [-0.625677, 4.294868, 6.358859], [0.232220, 2.107122, 5.600120], [1.940478, 2.599364, 5.222339], [0.895583, 1.970888, 3.900271], [-2.049511, -6.904629, -6.548738], [-1.724120, -7.009265, -5.265199], [-1.685642, -5.852197, -4.407514], [-1.390563, -5.944711, -3.126627], [-1.210830, -7.212400, -2.693730], [-1.246117, -8.325116, -3.513665], [-1.519819, -8.229870, -4.815981], [-2.556711, -6.138521, -6.930116], [-1.813124, -7.643514, -7.168237], [-1.885363, -4.876557, -4.725813], [-0.866561, -7.328562, -1.669889], [-1.061943, -9.346576, -3.233023]], "atomic_forces_ev_per_a": [[-3.3, 0.0, -1.1], [0.4, 0.2, 0.9], [-0.2, 0.8, 0.8], [-0.3, -1.3, -0.6], [-0.3, 0.8, -1.3], [0.8, -1.7, 0.2], [-1.5, 1.7, 1.0], [0.7, -0.5, -0.3], [2.1, -1.5, 0.7], [-0.7, 0.5, 2.5], [-0.6, 0.3, 0.6], [1.0, -1.3, -0.3], [0.3, 1.4, -2.0], [-1.4, 0.0, -0.8], [0.1, 0.3, -2.1], [-0.5, 0.3, -0.2], [0.3, -1.1, -0.4], [-0.4, -0.1, 0.5], [0.0, -0.3, 2.4], [-0.9, -0.9, 0.8], [1.4, 0.0, 0.3], [0.1, 2.3, 0.6], [-0.3, -1.4, -0.4], [-0.2, 0.4, -0.5], [-0.5, -1.0, 0.6], [-0.4, 2.2, -0.6], [0.7, -1.9, -0.6], [0.1, 1.3, 0.6], [-0.2, 0.2, -1.8], [0.4, -0.1, 0.0], [-0.3, 0.2, -0.7], [-0.2, -0.2, 2.0], [0.9, -0.3, -0.9], [0.5, -0.2, 0.6], [0.7, 0.0, -0.4], [-0.6, 0.4, -0.4], [0.7, -0.6, 0.1], [0.0, -4.1, -1.5], [1.1, 2.4, 1.2], [-0.5, -1.0, -0.1], [-1.2, -0.5, 1.3], [-0.3, -0.6, -0.5], [-0.7, 0.0, 0.1], [1.4, 1.0, 1.3], [-0.8, -0.6, 0.5], [2.7, 0.9, -0.8], [0.3, -0.7, -0.7], [-0.9, 0.2, -0.6], [0.1, -0.4, -1.1], [-0.6, 0.2, 0.3], [-1.6, -0.6, 1.1], [1.5, 0.3, -2.0], [-0.2, 0.1, 1.6], [2.5, 0.3, 1.4], [-0.2, 0.0, -0.4], [0.3, -0.5, 0.7], [-0.3, 0.3, -0.2], [-1.8, 1.2, -1.7], [1.3, 0.1, 0.3], [-0.5, -0.8, 0.9], [0.2, 0.0, -0.1], [-0.2, 0.8, -1.7], [-0.1, -0.6, -0.5], [0.8, 0.2, 0.4], [-0.4, -0.5, 0.3], [1.6, 1.4, 0.5], [-1.9, -0.4, -0.8], [1.2, 0.4, 0.7], [-0.8, 2.7, 0.5], [0.3, 0.1, 0.8], [-1.6, 1.3, 0.6], [0.3, 0.1, 1.7], [1.4, -0.3, -0.4], [-2.2, 0.0, -1.8], [-0.4, -0.5, -0.2], [0.8, -0.4, 0.6], [-1.1, -1.7, 0.9], [0.9, 2.4, -1.1], [-0.6, 0.0, 0.7], [0.2, -0.8, 0.4], [-0.9, 0.7, -0.5], [0.5, 0.7, 1.1], [0.1, -1.1, -0.2], [-0.1, -0.6, -0.7], [-0.7, -0.9, -0.4], [-0.1, 0.4, 0.3], [0.0, 0.6, 0.0], [-0.2, -0.9, -0.4], [-0.3, -0.4, -0.2], [0.7, 0.0, 0.1], [-0.1, -1.8, -0.4], [0.5, 0.0, -0.3], [0.3, 0.5, 0.1], [0.5, -0.2, 0.5], [0.3, 0.7, 0.2], [0.1, 0.4, -0.5], [0.5, 0.3, -0.5], [0.3, 0.7, 0.3], [-0.6, 0.2, 0.1], [0.4, 0.8, 0.1], [-0.2, -0.6, -0.9], [0.4, -0.1, -0.6], [0.5, 0.1, -0.4], [-0.7, 0.2, -0.2], [0.1, 0.0, 0.9], [-0.3, 0.6, -1.9], [-0.5, 0.9, 1.8], [0.2, -1.6, 0.5], [-0.2, -1.2, -0.4], [1.0, -0.3, 0.7], [-0.1, 0.5, -0.4], [0.3, 0.0, 0.1], [0.1, 0.5, 0.0], [-0.1, -0.5, -0.2], [-0.2, 1.3, -1.0], [-0.3, 0.1, 0.1], [0.1, -0.1, 0.8]], "mulliken_spin": [6.03, 0.00, 0.00, 0.00, 0.00, -0.01, 0.00, 0.00, 0.00, 0.00, 0.00, 0.00, 0.00, -0.01, 0.00, 0.00, 0.00, 0.00, 0.00, 0.00, 0.00, 0.00, 0.00, 0.00, 0.00, 0.00, 0.00, 0.00, 0.00, 0.00, 0.00, 0.00, 0.00, 0.00, 0.00, 0.00, 0.00, 0.00, 0.01, 0.00, 0.00, 0.00, 0.00, 0.00, 0.00, -0.01, 0.00, 0.00, 0.00, 0.00, 0.00, 0.00, 0.00, 0.00, 0.00, 0.00, 0.00, 0.00, 0.00, 0.00, 0.00, 0.00, 0.00, 0.00, 0.00, 0.00, 0.00, 0.00, 0.00, 0.00, 0.00, 0.00, 0.00, 0.00, 0.00, 0.00, 0.00, 0.00, 0.00, 0.00, 0.00, 0.00, 0.00, 0.00, 0.00, 0.00, 0.00, 0.00, 0.00, 0.00, 0.00, 0.00, 0.00, 0.00, 0.00, 0.00, 0.00, 0.00, 0.00, 0.00, 0.00, 0.00, 0.00, 0.00, 0.00, 0.00, 0.00, 0.00, 0.00, 0.00, 0.00, 0.00, 0.00, 0.00, 0.00, 0.00, 0.00], "gap_ev": [5.1, 5.4], "fmax_ev_per_a": 4.32, "e_homo_ha": [-0.154, -0.154], "energy_ev": -168354.6353, "charge": -1, "multiplicity": 7}

***

Entry 2:
{"formula": "C2H8N4", "method": "ωB97M-V/def2-TZVPD", "symbols": ["H", "N", "C", "N", "N", "N", "C", "H", "H", "H", "H", "H", "H", "H"], "xyz": [[-0.065896, -1.357233, -2.833243], [-0.381579, -1.004715, -1.873866], [0.328695, -0.122698, -1.236653], [1.494702, 0.502266, -1.727284], [0.195867, 0.387442, 0.054786], [-1.010737, -0.107086, 0.732290], [-0.908261, 0.113493, 2.187203], [1.620327, 0.418524, -2.736848], [1.650280, 1.493294, -1.396490], [1.000099, -0.027820, 0.544953], [-1.278096, -1.168894, 0.479626], [-0.471183, 1.257744, 2.344967], [-0.105661, -0.483644, 2.831120], [-2.068557, 0.099328, 2.629439]], "atomic_forces_ev_per_a": [[-0.2, 1.4, 1.9], [0.8, 0.3, 0.8], [0.8, -0.4, -3.1], [0.3, 1.1, -0.5], [-1.9, -2.2, 1.7], [-0.3, -2.0, 0.1], [-0.3, 2.5, 1.4], [0.0, 0.0, 0.6], [-0.4, -1.8, -0.5], [0.0, 0.5, -0.1], [1.3, 3.0, 0.5], [-1.5, -2.7, -0.5], [-1.9, 0.5, -1.4], [3.4, -0.2, -0.9]], "mulliken_charge": [0.22, -0.67, 0.41, -0.48, -0.25, -0.32, -0.71, 0.23, 0.27, 0.26, 0.27, 0.26, 0.24, 0.26], "gap_ev": 9.7, "fmax_ev_per_a": 3.55, "e_homo_ha": -0.322, "energy_ev": -8161.6899, "charge": 0, "de_lowest_kj_mol": 247.2, "multiplicity": 1}

***

Entry 3:
{"formula": "C14H18BN2O4", "method": "ωB97M-V/def2-TZVPD", "symbols": ["C", "O", "C", "C", "C", "C", "C", "C", "C", "O", "N", "C", "C", "O", "N", "C", "C", "O", "C", "C", "H", "H", "H", "H", "H", "H", "H", "H", "H", "H", "H", "H", "H", "H", "H", "B", "H", "H", "H"], "xyz": [[-5.816680, 1.297072, 8.532641], [-5.417775, -0.083601, 8.390425], [-4.145863, -0.286412, 7.950234], [-3.767092, -1.631668, 7.767912], [-2.472700, -1.923332, 7.366096], [-1.538329, -0.920882, 7.135004], [-0.135913, -1.496805, 6.753867], [1.119207, -1.083976, 7.401583], [2.313070, -1.527534, 6.741445], [2.326894, -2.314331, 5.779577], [3.569782, -1.026056, 7.171128], [4.769103, -1.590958, 6.567890], [3.717733, 0.018984, 8.094172], [4.796513, 0.491167, 8.443218], [2.502051, 0.508182, 8.634486], [2.622877, 1.508757, 9.678279], [1.241642, -0.134138, 8.464502], [0.296249, 0.206850, 9.186388], [-1.937139, 0.430092, 7.208484], [-3.205000, 0.744620, 7.713958], [-6.878582, 1.259518, 8.761427], [-5.257658, 1.741620, 9.372406], [-5.654004, 1.876760, 7.605004], [-4.454406, -2.444666, 7.916940], [-2.140988, -2.949440, 7.230774], [-0.145947, -2.608157, 6.587620], [5.637949, -1.070855, 6.977043], [4.840049, -2.665191, 6.790695], [4.721247, -1.477532, 5.477126], [1.620194, 1.771388, 10.007154], [3.192324, 1.115838, 10.526185], [3.141222, 2.391676, 9.294210], [-1.270893, 1.249978, 6.902196], [-3.477775, 1.776025, 7.927535], [-0.002017, -1.128797, 5.775011], [-0.409293, -2.392325, 2.709848], [0.679441, -2.862585, 3.026549], [-1.433379, -2.923510, 3.174606], [-0.457337, -1.191637, 2.449431]], "atomic_forces_ev_per_a": [[0.4, -0.8, 0.0], [-0.7, 1.2, 0.0], [1.3, -0.5, -0.1], [0.2, 0.8, -0.3], [-0.4, 0.5, 0.3], [1.2, -0.7, 0.0], [-1.4, 0.0, -0.1], [2.6, 0.9, 1.0], [-1.0, 0.3, -0.1], [0.1, -0.1, 0.1], [0.4, 1.0, 1.0], [0.0, -0.1, -0.1], [-1.3, -0.2, 0.1], [-0.3, -0.3, -0.3], [1.2, -0.8, -0.3], [0.2, 0.1, 0.0], [-0.9, -0.7, -0.8], [0.2, 0.4, 0.2], [0.2, -0.6, 0.3], [-0.5, -0.7, -0.3], [0.0, 0.1, 0.0], [-0.2, 0.1, -0.3], [0.0, -0.3, 0.4], [-0.4, 0.0, 0.2], [-0.2, 0.1, 0.2], [-0.4, 0.9, 0.5], [-0.2, -0.1, -0.1], [-0.1, 0.3, -0.1], [0.1, 0.0, 0.3], [0.0, -0.1, -0.1], [0.0, 0.1, 0.0], [0.0, -0.1, 0.1], [-0.1, -0.5, 0.5], [0.2, -0.2, -0.3], [0.2, 0.3, -1.8], [0.0, 0.7, 2.4], [-0.7, 0.0, -0.9], [0.8, 0.2, -1.0], [0.0, -1.0, -0.5]], "mulliken_charge": [-0.82, -0.45, 0.92, -0.61, -0.66, 0.53, -0.94, -0.05, -0.06, -0.76, 0.08, -1.06, 0.63, -0.71, 0.07, -1.14, 0.94, -0.77, -0.56, -0.29, 0.24, 0.33, 0.32, 0.39, 0.29, 0.28, 0.36, 0.28, 0.29, 0.38, 0.30, 0.30, 0.33, 0.30, 0.30, 0.13, -0.02, -0.05, -0.06], "gap_ev": 5.7, "fmax_ev_per_a": 2.89, "e_homo_ha": -0.132, "energy_ev": -26657.0909, "charge": -1, "de_lowest_kj_mol": 30.9, "multiplicity": 1}